[1]
Density functional theory data (ωB97M-V/def2-TZVPD) for the molecule C3H6N2S in a non-equilibrium geometry.

The geometry in XYZ format:
```
12
Properties=species:S:1:pos:R:3:nbo_charge:R:1
S 1.7213 0.5505 -0.8013 0.3238
N 0.2699 1.5118 -0.1781 -0.7172
N -2.0651 0.4676 -0.7884 -0.7148
C 1.3339 -0.4054 0.7525 -0.4623
C -0.1867 -0.5600 0.3856 -0.5202
C -0.8696 0.5895 -0.2816 0.4201
H -0.9825 -1.3630 1.0697 0.2275
H -0.1541 -1.2220 -0.5931 0.2427
H -2.6670 -0.5070 -0.8135 0.3913
H 1.5782 0.0881 1.5429 0.1979
H -0.0374 2.1197 -1.0230 0.3821
H 2.0593 -1.2698 0.7284 0.2291
```

Computed properties:
Structure (SMILES): [H]/N=C1\CCSN1
LUMO: 0.1 eV
Energy above the lowest of the compared OMol25 structures with the same formula, charge and spin: 442.20 kJ/mol
Orbital gap: 9.103 eV
Highest occupied orbital energy: -9.0 eV

---

[2]
Density functional theory data (ωB97M-V/def2-TZVPD) for a structure of composition CuI.

The geometry in XYZ format:
```
2
Properties=species:S:1:pos:R:3:nbo_charge:R:1
I -2.0663 4.1564 23.6520 -0.0010
Cu -4.0983 4.6488 25.6931 0.0010
```

Computed properties:
Multiplicity: 3
Expectation value of S²: 2.01
LUMO (alpha / beta): 0.6 / -3.9 eV
Energy above the lowest of the compared OMol25 structures with the same formula, charge and spin: 3.11 kJ/mol
Orbital gap (alpha / beta): 7.187 / 5.850 eV
Highest occupied orbital energy (alpha / beta): -6.6 / -9.7 eV

---

[3]
Density functional theory data (ωB97M-V/def2-TZVPD) for a structure of composition C26H25Cl2N6O2RuS in a non-equilibrium geometry.

The geometry in XYZ format:
```
63
Properties=species:S:1:pos:R:3:nbo_charge:R:1
Ru -0.8499 0.9267 -0.1843 0.9837
Cl 6.3421 0.6817 -1.1101 0.0931
Cl 5.3015 -1.6215 -2.9927 0.0725
S -0.7973 2.7732 -1.8729 -0.2068
O 2.7056 2.7856 1.4929 -0.5478
O 0.4869 -2.5053 -2.4766 -0.5722
N 0.0243 1.1984 -3.8574 -0.5565
N 1.4037 1.2661 0.3645 -0.6038
N -0.7781 2.2744 1.3991 -0.4004
N 0.5983 -0.5475 -1.2435 -0.5765
N 1.7116 2.4232 -2.7992 -0.7761
N -1.9881 -0.2123 -1.5440 -0.4429
C -3.3832 -0.0317 -1.5086 0.0576
C 3.7404 0.8679 -0.2807 -0.3001
C 1.6272 2.3502 1.2151 0.6280
C 4.6731 0.2666 -1.1363 -0.0316
C 0.3630 2.7509 1.8532 0.1134
C -3.6772 -2.1475 -2.6071 -0.1111
C 2.3811 0.6430 -0.3153 0.3041
C -1.5559 -1.3481 -2.0261 0.1427
C 0.4098 2.0846 -2.9200 0.3940
C -0.9707 -1.2869 2.1349 0.1160
C 4.1854 -0.7029 -2.0414 -0.0165
C -1.1160 -0.5381 1.1640 -0.3811
C -1.9055 2.6734 1.9911 0.0584
C 0.4203 3.6545 2.9428 -0.1743
C -4.1861 -0.9748 -2.0509 -0.2458
C 0.9391 0.4200 -4.6681 -0.4415
C -2.3006 -2.3171 -2.6493 -0.2087
C -0.7661 4.0343 3.5730 -0.1429
C 2.8414 -1.0796 -2.0011 -0.3085
C 0.0670 -3.5597 2.6803 -0.5914
C 1.9259 -0.4088 -1.2311 0.1939
C -0.7388 -2.3404 3.2328 -0.1377
C -0.0556 -1.6886 4.4116 -0.5967
C -0.0286 -1.5521 -1.9255 0.6392
C -2.1287 -2.8964 3.6797 -0.5898
C -1.9505 3.5776 3.0374 -0.2181
H -0.7073 4.7132 4.4140 0.2436
H -1.8476 -3.1819 -3.1239 0.2684
H 1.9136 3.1347 -2.0858 0.4379
H -3.6885 0.9403 -1.1119 0.2243
H -4.4116 -2.8049 -3.0718 0.2412
H 1.9000 0.2744 -4.1449 0.2146
H -0.3776 -3.9063 1.7822 0.2129
H -0.0145 -2.4055 5.2510 0.2186
H -5.2627 -0.8286 -2.1667 0.2456
H -1.9624 -3.4536 4.6103 0.2129
H 0.9607 -1.3753 4.0751 0.2136
H -2.8243 -2.0829 4.0113 0.2099
H 0.5735 -0.5985 -4.7893 0.2369
H 0.0754 -4.3599 3.4393 0.2185
H 0.9519 0.8476 -5.6260 0.2242
H 4.1756 1.6545 0.2718 0.2659
H -0.9089 0.8643 -3.7465 0.4235
H 2.5780 -1.9552 -2.6354 0.2858
H 2.4494 2.1211 -3.4012 0.4220
H -2.8524 2.2712 1.6555 0.2145
H 1.0732 -3.1444 2.4527 0.2096
H -2.9655 3.7646 3.4159 0.2465
H -0.6709 -0.8403 4.6570 0.2137
H 1.4527 3.9256 3.2060 0.2658
H -2.5805 -3.4674 2.9311 0.2124
```

Computed properties:
Total charge: +1
Multiplicity: 5
Expectation value of S²: 6.04
LUMO (alpha / beta): -3.1 / -5.3 eV
Energy above the lowest of the compared OMol25 structures with the same formula, charge and spin: 0.00 kJ/mol
Orbital gap (alpha / beta): 7.441 / 5.823 eV
Highest occupied orbital energy (alpha / beta): -10.6 / -11.2 eV

---

[4]
Density functional theory data (ωB97M-V/def2-TZVPD) for a structure of composition C21H19Br4O3PRuS2Si in a non-equilibrium geometry.

The geometry in XYZ format:
```
52
Properties=species:S:1:pos:R:3:nbo_charge:R:1
Ru 0.4736 -1.1252 1.1232 1.0462
Br -0.8215 -5.5947 -1.2574 0.1453
Br 1.9679 -7.0808 -2.2765 0.1644
Br 4.8461 -2.3424 -0.9748 0.1452
Br 4.7460 -5.3331 -2.3707 0.1655
S -2.5816 1.4687 0.7787 -0.6062
S 0.3970 0.4753 -0.5448 -0.4499
P -1.2256 1.7490 -0.6340 1.1276
Si 0.2841 -1.7493 3.8517 1.8163
O -0.2305 -2.9261 -0.1322 -0.4741
O 1.0847 -2.3490 2.6056 -1.1273
O 2.1837 -1.6324 0.1802 -0.4452
C -1.3954 -1.1990 3.0088 -0.9962
C -1.6011 0.4457 -3.0958 -0.2114
C 2.1267 -2.7766 -0.3746 0.3145
C -2.7276 2.5598 -2.8213 -0.2195
C -1.8905 1.5656 -2.3276 -0.2991
C -2.0950 0.3524 -4.3857 -0.2101
C 0.8548 -4.7568 -1.1034 -0.2057
C 0.7446 4.9271 0.9317 -0.1971
C 0.8427 -3.4799 -0.4985 0.4050
C -3.2156 2.4628 -4.1124 -0.2007
C 0.6972 5.2749 -1.4471 -0.2100
C 2.0137 -5.3392 -1.5799 -0.1185
C 3.2170 -4.6164 -1.5577 -0.1300
C 0.0076 3.7688 0.7757 -0.2132
C -0.3829 3.3653 -0.4950 -0.2952
C -0.0335 4.1095 -1.6116 -0.2266
C 3.2597 -3.3598 -0.9755 -0.1597
C -2.8865 1.3682 -4.8987 -0.1979
C 1.0853 5.6819 -0.1802 -0.2003
C 1.0484 -0.0838 4.4378 -1.1174
C 0.1347 -3.0625 5.2175 -1.1153
H 0.9879 5.8528 -2.3122 0.2152
H 0.4777 0.3725 5.2399 0.2377
H -2.0683 -2.0407 2.8589 0.2506
H -1.9450 -0.4160 3.5211 0.2605
H 2.0644 -0.2111 4.7937 0.2388
H -0.4011 -2.6881 6.0811 0.2345
H 1.0751 5.2302 1.9138 0.2147
H 1.1262 -3.3626 5.5373 0.2432
H -3.8455 3.2471 -4.5074 0.2162
H -0.3132 3.7592 -2.5943 0.2245
H -0.2527 3.1586 1.6296 0.2343
H -0.9712 -0.3338 -2.6918 0.2326
H -1.1586 -0.7910 1.9709 0.1560
H -0.3705 -3.9507 4.8555 0.2417
H -1.8560 -0.5093 -4.9928 0.2162
H -3.2634 1.3012 -5.9084 0.2151
H 1.0855 0.6207 3.6019 0.2220
H 1.6677 6.5829 -0.0563 0.2142
H -2.9663 3.4086 -2.1949 0.2286
```

Computed properties:
LUMO (alpha / beta): -3.6 / -3.6 eV
Energy above the lowest of the compared OMol25 structures with the same formula, charge and spin: 255.23 kJ/mol
Orbital gap (alpha / beta): 4.404 / 4.441 eV
Highest occupied orbital energy (alpha / beta): -8.0 / -8.0 eV

---

Question: The lowest energy above the lowest of the compared OMol25 structures with the same formula, charge and spin belongs to which entry?
Answer: C26H25Cl2N6O2RuS

---

Question: Number 1 is which compound?
Answer: C3H6N2S